The following is a quantum chemistry calculation of a cluster of 2 separate species, C5H10 in total in a non-equilibrium geometry, from the Open Molecules 2025 dataset.

Geometry as XYZ:
```
15
Properties=species:S:1:pos:R:3:nbo_charge:R:1
H 1.40277 0.93539 1.23880 0.03
H -0.68651 -2.02693 0.43834 0.22
H 2.04935 1.16784 1.58005 -0.04
H 2.23390 -0.92456 0.60255 0.21
C -0.55371 0.70701 -0.93005 -0.45
H -0.86408 -0.67879 1.57863 0.21
C 1.72680 -0.25861 -0.09534 -0.39
C -0.72294 -0.93639 0.51718 -0.45
C 0.40450 -0.19664 -0.17778 0.00
H 2.37236 0.45667 -0.60470 0.21
H -2.09588 -0.85217 -1.21346 0.20
H -0.61455 1.73920 -0.55114 0.21
H -0.39942 0.75428 -2.01210 0.22
C -1.70920 -0.19951 -0.42795 -0.39
H -2.54338 0.31320 0.05697 0.20
```

## Properties
HOMO level = -8.76 eV
relative energy (zero: lowest compared OMol25 entry of this formula, charge and spin) = 3.2481 eV
calculated total energy = -5344.018 eV
charge = 0
structure (SMILES) = C=C1CCC1.[H][H]
Kohn-Sham gap = 10.035 eV


The following is a quantum chemistry calculation of a cluster of 16 separate species, C61H163N23O25 in total in a non-equilibrium geometry, from the Open Molecules 2025 dataset.

Geometry as XYZ:
```
272
Properties=species:S:1:pos:R:3:lowdin_charge:R:1
H -7.24817 0.26733 23.35765 0.10
O -2.48246 8.95198 35.76179 -0.22
H -13.31387 -4.94179 34.28364 0.10
C -5.76030 -7.06360 29.58807 -0.11
H -5.29602 6.88113 30.42893 0.10
H -11.83323 -4.65366 35.18697 0.09
C -10.11906 2.90447 35.71607 -0.23
H -5.23513 4.47677 35.03942 0.10
O -5.05041 -6.48307 28.52253 -0.17
H -8.32778 -0.18740 32.05387 0.09
C -14.30591 -5.27267 30.13088 -0.22
H -13.29558 -0.75677 25.88470 0.10
H -10.13992 -1.31167 35.41937 0.12
H -3.75185 8.70282 34.25327 0.11
H -11.67559 5.19198 30.64050 0.07
O -13.89140 -3.20249 26.06165 -0.20
C -5.99892 0.35698 37.22929 -0.65
C -9.41783 -0.77972 34.82583 -0.13
N -7.59082 6.23235 27.55988 0.15
H -10.65242 0.92536 27.55216 0.08
C -4.84568 8.87232 36.17179 -0.20
H -12.24761 -4.85108 30.25778 0.10
N -3.38711 1.38629 30.11345 0.16
C -7.29264 1.33862 27.21467 -0.16
H -5.78572 5.33353 29.81893 0.05
H -1.19475 0.49728 35.09594 0.11
H -9.69587 3.24237 34.78176 0.09
N -15.16409 0.48308 28.36765 -0.04
O -12.94121 1.15187 31.18407 0.00
H -11.56954 1.75017 26.28622 0.09
H -4.59065 -0.39193 24.35545 0.12
H -3.11942 -1.05759 36.62140 0.11
H -6.29134 -2.27684 24.07366 0.10
H -7.52114 -1.51725 35.67125 0.10
H -12.58201 2.59965 32.70535 0.01
C -4.64068 3.67001 37.64227 -0.08
C -7.90978 4.96877 28.15251 -0.63
H -9.37188 3.00810 36.53679 0.14
H -10.96030 0.07633 26.02698 0.09
H -6.30227 -6.30251 33.03152 0.09
C -16.47347 0.15396 28.95186 -0.20
H -9.32186 -2.59811 29.52536 0.12
H -4.86560 0.15923 22.72757 0.12
H -7.73284 -1.89367 29.48948 0.13
C -4.83567 6.54225 35.39403 -0.24
C -10.93759 4.96993 36.56173 -0.10
C -16.65427 -5.12148 29.90071 -0.10
H -9.67293 -5.82343 33.06382 0.10
C -14.51830 -3.84387 24.90598 -0.05
O -5.05209 0.21398 38.00430 0.00
H -1.72747 -4.17787 33.39845 0.10
H -8.38049 6.79290 27.25198 0.10
O -11.22195 3.71964 36.00932 -0.24
O -8.95248 8.27888 30.43702 -0.02
H -11.97940 -7.04107 34.20754 0.10
H -7.68048 4.14146 33.85656 0.10
H -7.86869 0.96843 28.04790 0.07
H -10.31749 0.96255 32.33418 0.10
N -4.45253 -3.90493 27.17180 -0.07
H -5.67241 2.39531 30.48598 0.05
H -3.91420 6.61938 34.81055 0.10
H -9.87359 -0.68685 33.86740 0.08
H -2.84179 -1.79842 32.30534 0.10
H -9.29926 6.15184 32.72256 0.06
H -7.59015 -6.22636 36.10506 0.11
H -8.33398 -1.16894 27.10281 0.05
H -2.50177 -3.10462 31.05032 0.09
C -12.26069 -3.34445 27.76895 -0.21
N -5.14003 5.89248 30.36637 0.17
H -1.97799 2.13693 33.53359 0.09
C -2.13911 9.62998 36.98271 -0.10
C -6.07527 -1.49333 33.39648 -0.05
H -5.21547 -4.52396 26.79861 0.13
O -8.37682 -2.80113 31.29078 -0.17
H -17.23433 -0.05832 28.19803 0.12
C -12.77785 -3.97024 26.53425 -0.24
H -8.79105 1.08689 34.55914 0.05
H -5.75558 -4.67799 33.25694 0.05
H -6.52016 -6.36659 29.92980 0.07
O -15.40260 -4.89264 29.31334 -0.22
H -16.45889 -0.78795 29.55492 0.11
H -6.17582 -2.51589 33.00607 0.08
O -6.71092 -1.78166 22.12690 -0.20
H -13.02740 -5.06558 26.65208 0.13
C -13.59527 0.07334 26.49485 -0.18
N -4.87549 7.44055 36.46786 -0.06
C -2.17731 0.48054 35.54615 -0.23
H -7.52823 -4.63312 31.64930 0.06
H -3.24744 -6.16927 29.36125 0.11
C -3.50001 -4.70405 27.94801 -0.21
H -5.78523 9.11232 35.62642 0.13
H -4.20379 7.18835 37.17375 0.11
H -5.49835 -1.50596 34.34083 0.08
H -8.55500 -2.46278 21.57920 0.09
H -11.28069 -3.83956 27.93014 0.13
H -2.81888 5.34107 32.61980 0.11
H -12.18289 -2.28568 27.54592 0.10
N -13.03245 -3.49672 28.99876 -0.05
H -11.18549 8.80774 31.73889 0.11
H -14.38782 -4.70586 31.07144 0.12
H -7.97151 0.41706 37.01431 0.06
C -11.38131 0.78262 26.74995 -0.12
C -9.58198 -6.04988 35.04071 -0.21
C -12.25287 -4.85777 34.24004 -0.10
C -5.72981 -1.80198 23.25358 -0.17
H -10.99324 1.04252 36.52273 0.13
C -13.00577 -4.89011 29.45771 -0.18
H -13.27270 -1.30215 33.04325 0.10
H -8.14285 -1.55616 25.49075 0.09
H -2.57552 9.20603 37.92910 0.10
C -11.63936 -6.17540 33.65500 -0.16
H -9.32743 -2.44051 26.64127 0.07
H -4.40451 -4.92526 29.84328 0.11
O -3.16481 0.95954 34.68531 -0.23
H -16.72186 0.37265 32.22723 0.09
N -3.44755 5.88476 32.04733 0.19
H -10.00193 -3.61579 33.40910 0.07
H -8.52260 -1.60352 23.08517 0.07
N -5.89369 0.80558 35.90454 0.17
H -17.66878 -0.80572 31.27253 0.06
C -7.95905 -2.34012 22.50167 -0.13
C -9.45205 -0.83540 30.45783 -0.19
C -6.31689 1.63046 24.53722 -0.21
H -15.62848 -0.51469 26.54536 0.13
C -6.17570 -2.11406 27.17282 -0.20
C -2.72426 -4.11512 33.73280 -0.19
H -12.13980 3.43038 34.23739 0.09
C -4.26482 5.24180 31.17978 -0.65
H -3.08396 -5.11558 34.02835 0.12
H -8.10051 3.04406 31.41337 0.11
H -6.42584 -1.35871 27.88214 0.07
C -4.08405 -5.58507 29.02831 -0.25
H -5.52475 3.91635 38.28273 0.10
H -2.16121 -3.54735 35.70321 0.12
H -2.72999 -3.98499 28.34556 0.13
N -12.22725 3.34288 33.21459 0.20
H -3.21313 -1.23447 34.18840 0.09
O -11.41162 5.47000 33.00840 -0.01
C -8.09994 -1.49376 34.77325 -0.19
H -5.45994 -5.95077 34.49344 0.10
H -14.70622 -4.85436 25.07153 0.06
H -7.66293 -7.18208 34.74154 0.10
C -9.38493 7.76267 31.47358 -0.66
N -2.48628 -1.73572 34.72873 -0.06
H -16.66000 -4.53312 30.82827 0.09
H -2.09175 1.03184 36.54417 0.15
C -8.61760 -2.03331 30.16171 -0.24
H -4.07032 -2.41764 31.35130 0.05
H -10.86305 -2.45565 32.39547 0.07
H -18.51868 0.27697 32.36608 0.09
H -4.75774 2.75846 37.02739 0.06
C -14.80357 -0.42826 27.26711 -0.20
C -3.75112 9.31233 35.20197 -0.22
H -16.03967 1.67980 30.43359 0.11
H -2.50624 10.65290 36.82110 0.09
C -8.34669 -2.04338 26.47834 -0.14
H -8.29625 -2.53865 34.51814 0.11
N -6.53949 0.28366 24.06511 -0.05
C -6.17997 -5.50658 33.77633 -0.14
H -12.71593 -5.53387 28.66464 0.10
C -10.48525 1.41245 35.60516 -0.17
H -9.89673 -5.05313 35.34057 0.09
H -10.05059 -6.71455 35.78694 0.12
H -4.96970 0.73861 35.47453 0.07
N -12.92679 -0.37525 32.80719 0.19
C -5.08274 -2.82180 27.93005 -0.21
H -13.93357 -3.61685 24.01730 0.09
H -7.87046 -3.22536 23.08406 0.07
H -7.00335 6.73124 28.16978 0.06
C -16.87367 1.40986 29.74844 -0.19
H -8.99790 4.75051 26.48150 0.11
H -7.20298 -4.00263 30.06754 0.08
H -10.70605 -4.09558 31.78969 0.09
O -7.34590 -0.90541 33.70017 -0.24
C -9.57582 1.34217 31.58315 -0.17
H -16.65802 -6.23431 30.05303 0.10
H -7.37956 -0.12772 38.57009 0.09
H -6.33107 -7.91561 29.26226 0.08
H -6.77147 2.33095 27.49717 0.11
H -11.01430 7.34334 32.67566 0.06
O -7.30373 4.46630 29.08537 0.02
H -6.76042 2.67261 34.61485 0.08
O -4.16353 4.73998 36.80402 -0.18
O -7.96994 2.13760 33.23732 -0.26
H -6.50127 0.54552 27.15395 0.08
H -10.29379 -1.04369 31.05537 0.06
C -17.67157 0.19772 31.66665 -0.12
H -2.60848 0.82379 29.80317 0.10
H -4.92260 -2.47269 22.97995 0.12
O -4.56428 -0.54401 30.08166 -0.02
O -17.98843 1.15066 30.64088 -0.20
H -5.57970 1.76361 25.32958 0.11
H -10.18932 1.69390 30.72129 0.12
H -11.19673 1.36118 34.73816 0.10
H -10.19248 5.50902 35.88534 0.11
H -5.81881 -1.71885 26.18101 0.13
H -4.37453 -2.10793 28.34658 0.10
C -7.09500 3.18366 33.68517 -0.08
H -3.81033 10.37926 34.91200 0.12
C -2.31000 -1.03221 35.89141 -0.27
C -4.55843 0.67405 30.24015 -0.65
C -12.93100 -0.01824 31.51973 -0.74
H -13.40219 0.35093 33.32546 0.11
H -6.01443 2.29567 23.69563 0.13
H -5.56919 -3.28775 28.82222 0.11
N -5.68172 1.39971 30.53288 0.20
H -9.09981 3.42922 27.57655 0.10
H -11.94489 -4.02067 25.82942 0.12
H -6.56736 0.52171 35.16735 0.07
H -9.49834 3.23635 32.49811 0.07
H -14.61513 -1.40443 27.63280 0.08
C -5.33313 -0.39971 23.54860 -0.20
H -1.34166 -1.24939 36.36809 0.13
H -2.64116 2.97376 34.98448 0.09
H -3.62535 2.51994 33.47825 0.08
N -8.68932 0.22392 31.16412 -0.02
N -12.35702 4.69520 31.14696 0.17
H -17.05178 2.26819 29.09417 0.12
O -12.05160 -3.68829 33.30867 -0.21
H -5.59590 -0.84868 32.65771 0.09
O -8.15641 1.39255 26.13551 -0.20
H -14.38839 0.45095 29.00554 0.07
H -11.87516 -6.36672 32.58865 0.12
C -7.63652 2.20851 25.08735 -0.21
H -6.24632 3.33770 33.03521 0.07
O -3.58699 -3.72559 32.66626 -0.21
C -7.98748 -4.10491 30.83851 -0.07
H -17.44660 -4.82681 29.20017 0.09
H -13.98130 -3.19097 28.87866 0.09
H -12.62716 -0.58276 29.69957 0.08
C -8.78696 2.55535 32.11929 -0.17
O -7.39972 -5.23327 34.32551 -0.21
N -9.23142 0.65495 35.35026 -0.04
H -6.10391 5.19487 36.32874 0.11
H -5.08031 -7.44313 30.38434 0.10
O -7.36545 -2.89659 26.91818 -0.17
H -8.40132 2.37167 24.32948 0.12
C -10.82820 -3.50842 32.73531 -0.16
C -3.16887 -2.74198 31.81852 -0.14
H -13.81795 1.05806 26.06893 0.13
H -10.48718 4.72878 37.52436 0.09
H -3.36821 2.40568 30.04336 0.07
N -8.74082 6.67230 32.04847 0.14
H -9.93214 -0.59010 29.51366 0.11
H -4.71019 9.41143 37.07787 0.09
C -2.83362 2.25588 34.18536 -0.07
H -1.06089 9.65287 36.98116 0.08
H -7.36695 3.18767 25.45553 0.09
N -10.14987 -6.42000 33.78820 -0.08
H -8.36591 6.10542 31.29363 0.08
H -3.04705 -5.39786 27.21611 0.12
H -11.86256 5.54383 36.59560 0.09
H -5.62924 6.91375 34.73697 0.13
C -7.99260 -6.24508 35.11803 -0.15
C -2.85819 -3.17225 34.93225 -0.17
H -15.49163 -3.33238 24.85648 0.09
H -14.40141 -6.27730 30.54206 0.12
N -12.75361 -0.98335 30.61789 0.20
H -6.52759 0.85199 30.59548 0.07
H -8.84521 -4.64688 30.49617 0.08
C -5.14093 5.14553 35.89562 -0.24
H -12.65484 3.82298 30.67367 0.10
H -3.57319 6.83287 32.32365 0.08
C -11.97084 4.52899 32.48796 -0.59
H -3.81871 3.44951 38.33264 0.09
H -3.90761 -3.39307 35.29974 0.13
N -10.56904 8.07185 32.09847 0.14
O -4.28638 4.02580 31.07152 -0.02
O -12.47613 0.21386 27.39605 -0.23
N -8.88674 4.41368 27.42588 0.17
N -7.25050 0.00908 37.59807 0.16
H -12.71997 -1.99516 30.72251 0.09
```

## Properties
HOMO level = -8.19 eV
relative energy (zero: lowest compared OMol25 entry of this formula, charge and spin) = 0.3320 eV
calculated total energy = -151354.329 eV
charge = 0
Kohn-Sham gap = 8.437 eV


The following is a quantum chemistry calculation of a cluster of 2 separate species, C2H7N2P in total in a non-equilibrium geometry, from the Open Molecules 2025 dataset.

Geometry as XYZ:
```
12
Properties=species:S:1:pos:R:3:nbo_charge:R:1
H -0.22730 -0.91214 -2.08073 0.24
P 1.46269 -0.93119 -0.24260 1.01
N 1.12601 -2.38628 -0.72730 -1.11
N -1.05432 0.70784 2.13427 -1.10
H 0.99503 1.74642 -0.77642 0.21
H 1.45677 -3.16105 -0.16273 0.36
H -1.79759 0.04050 2.24531 0.37
H -0.85796 1.26107 2.91676 0.37
C 0.21596 1.11208 -1.28587 -0.39
C 0.27514 -0.21227 -1.45438 -0.51
H -0.54850 1.55872 -1.82475 0.19
H -1.04592 1.17630 1.25844 0.37
```

## Properties
HOMO level = -8.94 eV
relative energy (zero: lowest compared OMol25 entry of this formula, charge and spin) = 1.7114 eV
calculated total energy = -14454.389 eV
charge = 0
structure (SMILES) = [H]/N=P/C=C.N
Kohn-Sham gap = 9.043 eV